Formula: C7H13N2O4
Source: the OMol25 dataset
Level of theory: ωB97M-V with the def2-TZVPD basis set

```
26
C7H13N2O4 (ωB97M-V with the def2-TZVPD basis set)
C 2.15354 -1.17299 -1.17853
C -1.16946 2.51877 0.33892
C -1.56399 0.36349 1.64404
C -0.36174 -1.36231 -1.55290
C -1.02917 0.95139 0.35031
C 0.50489 -0.95178 -0.38725
C 0.49573 0.54130 -0.05240
N 0.40343 -2.90189 0.79734
N 0.72864 -1.68353 0.64522
O 3.00470 -0.45428 -0.72557
O 2.12074 -1.97863 -2.06749
O 1.41852 0.95764 0.90680
O 0.75712 1.25220 -1.25503
H -0.64039 3.04182 1.08516
H -2.19487 2.84598 0.53199
H -0.76006 3.01104 -0.49723
H -1.02161 0.75880 2.54829
H -1.46108 -0.70475 1.81082
H -2.59143 0.63873 1.81818
H -1.30022 -1.94849 -1.15175
H -0.55396 -0.52542 -2.19096
H 0.12057 -2.11873 -2.12435
H -1.65841 0.70208 -0.54597
H 0.80719 -3.24084 1.62286
H 2.00204 0.22537 1.06830
H 1.78928 1.23504 -1.43880
```

Its SMILES is [H]/N=N/[C@](C)(C(=O)[O-])C(O)(O)C(C)C. As for the net charge: -1. For the HOMO-LUMO gap, the calculation gives 7.962 eV. The value obtained for the total energy is -684.98974 a.u. The energy above the lowest of the compared OMol25 structures with the same formula, charge and spin comes out at 0.500 eV. The calculation puts the highest occupied orbital energy at -0.1592 Ha.

Here are the Löwdin charges for atoms 1 to 8, given in e: -0.616, -0.076, -0.079, -0.045, -0.277, -0.434, -0.507, 0.067

---

Formula: C7H13N2S
Source: the OMol25 dataset
Level of theory: ωB97M-V with the def2-TZVPD basis set

```
23
C7H13N2S (ωB97M-V with the def2-TZVPD basis set)
C -0.62096 -0.82441 -0.48095
C 1.47727 2.03035 -1.53133
C 1.29953 1.16654 -0.50222
C 0.37522 0.10900 -0.88572
C 1.91033 1.30022 0.80094
C 0.32925 -2.13153 1.59361
C -2.89669 0.83192 -0.64141
N -0.38069 -0.34286 -1.85599
N -0.43970 -2.35556 0.25723
S -1.76961 0.09994 0.55151
H 2.15502 2.77847 -1.42942
H 1.21077 1.87614 -2.61399
H 2.93465 0.90308 0.78975
H 2.21492 2.27249 1.24132
H 1.36544 0.71577 1.57216
H -0.43934 -2.16071 2.46222
H 1.15485 -3.00433 1.69993
H 0.78480 -1.11055 1.56393
H -3.30282 1.76123 -0.11634
H -3.63818 0.39564 -1.13701
H -2.20080 1.24554 -1.47057
H -1.39224 -2.47031 0.44098
H -0.13104 -3.08605 -0.30863
```

Its SMILES is C=C(C)C1=N[C@]1([NH2+]C)SC. As for the net charge: +1. For the HOMO-LUMO gap, the calculation gives 8.985 eV. The value obtained for the total energy is -781.79870 a.u. The energy above the lowest of the compared OMol25 structures with the same formula, charge and spin comes out at 5.822 eV. The calculation puts the highest occupied orbital energy at -0.4722 Ha.

Here are the Löwdin charges for atoms 1 to 8, given in e: -0.564, 0.156, -0.295, -0.263, -0.056, -0.008, -0.356, 0.237

---

Formula: C7H13N3O4
Source: the OMol25 dataset
Level of theory: ωB97M-V with the def2-TZVPD basis set

```
27
C7H13N3O4 (ωB97M-V with the def2-TZVPD basis set)
C -2.78390 -1.49149 -0.17294
C -2.44645 -0.09208 0.15845
C -0.41966 1.14165 0.68198
C -0.54900 2.42574 -0.12117
C 1.05076 0.63424 0.83032
C 1.77618 0.31941 -0.45560
C 3.25116 0.02779 -0.26989
H -1.52600 -2.57549 -1.53865
H -1.24354 -2.83964 -0.01982
H -3.62087 -1.58092 -0.85543
H -3.14192 -1.98886 0.78139
H -0.66219 -0.59727 -0.39153
H -0.89798 1.45644 1.69689
H 1.64982 1.38664 1.36193
H 0.97041 -0.26776 1.42805
H 1.66668 1.25396 -1.01535
H 1.35793 -0.61177 -0.96923
H 4.55727 -1.32386 0.46170
H 3.06884 -2.04063 0.08765
H -2.42185 2.18630 -0.41980
N -1.54143 -2.11634 -0.66831
N -1.16929 0.22485 -0.09605
N 3.57158 -1.17901 0.35781
O -3.33310 0.71074 0.41861
O 0.40533 3.19048 -0.30809
O 4.12247 0.87553 -0.38671
O -1.69122 2.87132 -0.57622
```

Its SMILES is NCC(=O)N[C@@H](CCC(N)=O)C(=O)O. For the HOMO-LUMO gap, the calculation gives 9.655 eV. The value obtained for the total energy is -739.78398 a.u. The energy above the lowest of the compared OMol25 structures with the same formula, charge and spin comes out at 1.593 eV. The calculation puts the highest occupied orbital energy at -0.3508 Ha.

Here are the Löwdin charges for atoms 1 to 8, given in e: -0.129, -0.491, -0.206, -0.499, -0.126, -0.124, -0.519, 0.071

---

Formula: C7H13N3O4
Source: the OMol25 dataset
Level of theory: ωB97M-V with the def2-TZVPD basis set

```
27
C7H13N3O4 (ωB97M-V with the def2-TZVPD basis set)
C 1.69817 -1.49083 -0.13085
C 0.42816 -1.21205 0.73420
C 2.74043 -0.36081 0.00753
C 2.36949 0.95719 -0.68330
C 1.19707 1.68742 -0.10231
C -2.02111 -0.85330 0.57920
C -2.95399 0.10754 -0.13613
H 2.15463 -1.85315 -2.09391
H 0.91369 -2.69908 -1.45979
H 2.16570 -2.41612 0.26685
H 2.93419 -0.22867 1.07602
H 3.64961 -0.72652 -0.48079
H 3.24604 1.61367 -0.69299
H 2.05113 0.80167 -1.71817
H 0.68601 2.74317 1.59780
H 2.22147 2.03108 1.66602
H -0.51741 -0.98464 -0.99625
H -2.60156 -1.81109 0.59409
H -1.98281 -0.57835 1.63630
H -1.44623 1.15822 -0.83486
N 1.31502 -1.75989 -1.53925
N 1.43654 2.28520 1.08513
N -0.71488 -0.94484 -0.00428
O 0.44764 -1.22232 1.93077
O 0.06668 1.76610 -0.59755
O -4.19277 0.04535 -0.05296
O -2.38160 1.02030 -0.90046
```

Its SMILES is NC(=O)CC[C@H](N)C(=O)NCC(=O)O. For the HOMO-LUMO gap, the calculation gives 9.966 eV. The value obtained for the total energy is -739.82293 a.u. The energy above the lowest of the compared OMol25 structures with the same formula, charge and spin comes out at 0.533 eV. The calculation puts the highest occupied orbital energy at -0.3542 Ha.

Here are the Löwdin charges for atoms 1 to 8, given in e: -0.287, -0.454, -0.135, -0.106, -0.497, -0.082, -0.490, 0.081

---

Formula: C7H13N3O4S
Source: the OMol25 dataset
Level of theory: ωB97M-V with the def2-TZVPD basis set

```
28
C7H13N3O4S (ωB97M-V with the def2-TZVPD basis set)
C 3.34628 -0.10393 -0.12036
C 2.36868 0.71305 -0.47769
C 4.18906 0.31491 1.08089
C -1.24888 -2.32035 0.59637
C -2.98222 1.69034 -0.92527
C -1.05462 -1.29499 -0.45047
C -2.97039 0.36192 -0.11884
N 3.82275 -1.25940 -0.63139
N 1.59765 1.49331 -0.96989
N -1.59145 -0.02724 0.11681
O 0.33590 1.68403 -0.87828
O 0.60720 0.30674 1.18871
O -0.97909 2.14921 1.26270
O 3.40408 -1.63006 -1.69855
S -0.42227 1.02396 0.60827
H 4.24211 -0.49059 1.76089
H 5.13953 0.70028 0.75951
H 3.75597 1.16626 1.70132
H -2.36461 -2.55997 0.65495
H -0.78670 -3.18162 0.30362
H -0.98616 -1.88116 1.48815
H -4.07614 2.00876 -0.92822
H -2.39206 2.42098 -0.45291
H -2.66748 1.55678 -2.01987
H -0.00496 -1.16073 -0.50068
H -1.56668 -1.41778 -1.46655
H -3.44868 0.19150 0.92169
H -3.26682 -0.45424 -0.80491
```

Its SMILES is CCN(CC)S(=O)(=O)ON=C=C(C)N=O. For the HOMO-LUMO gap (spin up / spin down), the calculation gives 8.261 / 8.260 eV. The value obtained for the total energy is -1137.66245 a.u. The energy above the lowest of the compared OMol25 structures with the same formula, charge and spin comes out at 9.517 eV. The calculation puts the highest occupied orbital energy (spin up / spin down) at -0.3215 / -0.3215 Ha.

Here are the Löwdin charges for atoms 1 to 8, given in e: -0.326, -0.017, -0.041, -0.064, -0.076, -0.229, -0.222, -0.047

---

Formula: C7H13N4O
Source: the OMol25 dataset
Level of theory: ωB97M-V with the def2-TZVPD basis set

```
25
C7H13N4O (ωB97M-V with the def2-TZVPD basis set)
C 0.09373 0.93336 -0.16682
C -1.26796 0.39768 0.00494
C 1.58661 -1.49247 0.62942
C 0.51803 2.06293 0.42972
C 0.99995 0.11797 -1.05212
C -2.29021 1.27635 0.66498
C -2.63842 -1.53669 -0.41943
N 1.23361 -2.35194 1.35817
N -1.43184 -0.77987 -0.44244
N 1.95842 -0.72004 -0.29198
N 3.30670 -0.49590 -0.59814
O 1.73204 2.60474 0.37688
H -0.13777 2.64308 1.06406
H 0.35996 -0.54164 -1.64649
H 1.61761 0.74366 -1.70056
H -2.09331 1.34951 1.73331
H -3.28968 0.87518 0.52965
H -2.26433 2.27466 0.23696
H -2.40469 -2.51484 0.00297
H -3.47120 -1.09822 0.13531
H -2.94443 -1.69559 -1.45554
H 1.04295 -2.44976 2.34203
H 2.33024 2.15555 -0.23800
H 3.51323 -0.80404 -1.54796
H 3.94076 -0.95368 0.05110
```

Its SMILES is C/N=C(C)/C(=C/O)C[N+](N)=C=N. As for the net charge: +1. For the HOMO-LUMO gap, the calculation gives 8.439 eV. The value obtained for the total energy is -568.44065 a.u. The energy above the lowest of the compared OMol25 structures with the same formula, charge and spin comes out at 2.585 eV. The calculation puts the highest occupied orbital energy at -0.4513 Ha.

Here are the Löwdin charges for atoms 1 to 8, given in e: -0.168, -0.325, -0.075, -0.117, -0.059, -0.010, -0.104, 0.343

---

Formula: C7H13NO
Source: the OMol25 dataset
Level of theory: ωB97M-V with the def2-TZVPD basis set

```
22
C7H13NO (ωB97M-V with the def2-TZVPD basis set)
C -0.37573 0.88928 -0.42483
C -0.20277 -2.43901 0.15015
C -0.50829 0.10686 -1.72572
C 0.56092 2.08831 -0.67370
C 1.19638 -2.05139 0.23025
N -0.90552 0.56134 1.94691
C 0.05643 0.17634 0.89266
C 0.24278 -1.30806 1.04553
O 1.95729 -1.65709 -0.62910
H -1.37185 1.33042 -0.27034
H -1.05548 1.57024 1.91167
H -0.49985 0.38414 2.86480
H -0.68662 -2.28415 -0.79582
H -0.46710 -3.37627 0.62306
H 1.01596 0.61065 1.20532
H 0.32870 -1.56339 2.09913
H 0.21462 2.69035 -1.52086
H -1.34868 -0.58920 -1.67869
H 0.40597 -0.42020 -2.00012
H -0.73645 0.78530 -2.55725
H 1.57940 1.74937 -0.89432
H 0.59986 2.74617 0.20127
```

Its SMILES is CC(C)[C@@H](N)[C@H]1CC1=O. For the HOMO-LUMO gap, the calculation gives 9.123 eV. The value obtained for the total energy is -404.41259 a.u. The energy above the lowest of the compared OMol25 structures with the same formula, charge and spin comes out at 3.126 eV. The calculation puts the highest occupied orbital energy at -0.3254 Ha.

Here are the Löwdin charges for atoms 1 to 8, given in e: -0.356, -0.008, -0.080, -0.081, -0.322, 0.025, -0.323, -0.167

---

Formula: C7H13NO
Source: the OMol25 dataset
Level of theory: ωB97M-V with the def2-TZVPD basis set

```
22
C7H13NO (ωB97M-V with the def2-TZVPD basis set)
C 1.84083 0.82344 0.86707
C 0.16262 -0.89523 -1.03259
C -0.71938 -0.49385 -0.12560
C -0.91634 -1.29921 1.05107
C -2.77148 1.02225 0.37189
C 3.09473 0.00549 -1.06949
C -1.35825 0.93684 -0.20241
N 2.62409 0.22322 0.23599
O 1.15397 1.29555 1.66926
H 0.62984 -1.84576 -0.89021
H 0.34887 -0.32252 -1.95223
H -1.83594 -0.92277 1.62648
H -0.04406 -1.33000 1.75326
H -0.94409 -2.38179 0.80618
H -2.88671 1.98591 0.76020
H -2.88645 0.34452 1.30727
H -3.54793 0.68715 -0.31700
H 3.44045 0.94391 -1.54998
H 4.02444 -0.57125 -0.97960
H 2.37663 -0.74237 -1.52303
H -0.57689 1.41908 0.45143
H -1.20894 1.11741 -1.25795
```

Its SMILES is C=C(C)CC.CN=C=O. For the HOMO-LUMO gap, the calculation gives 9.784 eV. The value obtained for the total energy is -404.43959 a.u. The energy above the lowest of the compared OMol25 structures with the same formula, charge and spin comes out at 2.391 eV. The calculation puts the highest occupied orbital energy at -0.3298 Ha.

Here are the Löwdin charges for atoms 1 to 8, given in e: -0.377, -0.028, -0.403, -0.087, -0.093, -0.108, -0.181, 0.072

---

Formula: C7H13NO
Source: the OMol25 dataset
Level of theory: ωB97M-V with the def2-TZVPD basis set

```
22
C7H13NO (ωB97M-V with the def2-TZVPD basis set)
C 1.20456 0.20080 -0.03317
C 0.99154 0.54239 -1.50618
C 1.61502 1.44276 0.76330
C -1.67630 -2.28969 -0.05552
C -1.34013 0.23624 0.38948
C -0.08512 -0.43533 0.64593
C -2.22700 1.20085 0.48205
O 2.19499 -0.80391 0.11966
N -1.10269 -0.98598 -0.22491
H 2.95731 -0.59504 -0.43090
H 0.17553 -0.93973 1.57323
H 1.91093 0.94171 -1.93390
H 0.84536 2.20623 0.69564
H 0.20596 1.28416 -1.61400
H 0.70310 -0.35266 -2.05188
H 2.54544 1.85208 0.37087
H 1.76141 1.18192 1.80933
H -1.01477 -3.01553 -0.53083
H -2.64950 -2.31478 -0.54589
H -1.79438 -2.56165 1.00128
H -3.21873 1.08695 0.07799
H -2.00253 2.11822 0.99842
```

Its SMILES is C=C1[C@H](C(C)(C)O)N1C. For the HOMO-LUMO gap, the calculation gives 9.434 eV. The value obtained for the total energy is -404.43579 a.u. The energy above the lowest of the compared OMol25 structures with the same formula, charge and spin comes out at 2.494 eV. The calculation puts the highest occupied orbital energy at -0.3135 Ha.

Here are the Löwdin charges for atoms 1 to 8, given in e: -0.564, -0.025, -0.024, -0.063, -0.281, -0.135, 0.062, -0.028

---

Formula: C7H13NO
Source: the OMol25 dataset
Level of theory: ωB97M-V with the def2-TZVPD basis set

```
22
C7H13NO (ωB97M-V with the def2-TZVPD basis set)
C 2.65537 -0.95936 -1.11432
C -1.75436 -0.63881 -0.71109
C -2.43174 0.97026 1.14072
N 0.88646 -0.72481 0.51926
C -0.19921 -0.09115 1.15869
C 1.51887 -0.15461 -0.56990
C -1.35596 0.13264 0.51038
C 1.07328 0.98340 -1.14580
O 0.09013 0.57314 2.33665
H 1.04249 0.71441 2.39874
H 1.44746 -1.34732 1.08366
H 2.30939 -1.94772 -1.42228
H 3.42284 -1.09504 -0.35178
H 3.09995 -0.46787 -1.97218
H -0.95590 -1.29364 -1.04339
H -2.64507 -1.22558 -0.49666
H -2.95929 1.54683 0.38026
H -3.16101 0.32681 1.64092
H -2.01421 1.63715 1.89120
H -2.00478 0.04383 -1.52302
H 1.52835 1.34359 -2.04970
H 0.40695 1.67386 -0.66039
```

Its SMILES is C=C(C)NC(O)=C(C)C. For the HOMO-LUMO gap, the calculation gives 8.404 eV. The value obtained for the total energy is -404.47910 a.u. The energy above the lowest of the compared OMol25 structures with the same formula, charge and spin comes out at 1.316 eV. The calculation puts the highest occupied orbital energy at -0.2826 Ha.

Here are the Löwdin charges for atoms 1 to 8, given in e: -0.046, -0.054, -0.049, 0.057, -0.344, -0.419, -0.297, 0.045

---

Formula: C7H13NO2S
Source: the OMol25 dataset
Level of theory: ωB97M-V with the def2-TZVPD basis set

```
24
C7H13NO2S (ωB97M-V with the def2-TZVPD basis set)
C -2.78250 0.03671 -0.77707
C -2.07174 0.41291 0.10888
C 0.19111 -1.79828 0.75123
C 1.58104 0.10695 1.82758
C 0.12729 -0.59633 -2.18184
C -1.22247 1.15416 0.88263
C 0.51788 -0.38208 0.81926
N -0.84485 2.33689 0.20612
O 1.49447 1.28384 -1.05770
O 2.31240 -1.00013 -0.94414
S 1.21177 -0.09467 -0.80148
H -3.67046 -0.22884 -1.32429
H -0.86394 -2.05249 0.54829
H 0.82838 -2.48098 0.05391
H 0.29765 -2.26787 1.77043
H 2.01422 1.06910 1.37228
H 2.40203 -0.56512 1.61613
H 1.17642 0.17388 2.88109
H -0.93130 -0.66309 -2.06782
H 0.36088 0.36787 -2.74937
H 0.50148 -1.37508 -2.65734
H -1.31609 1.09643 1.97761
H -0.76461 2.31426 -0.84096
H -0.54906 3.15195 0.58660
```

For the HOMO-LUMO gap (spin up / spin down), the calculation gives 8.199 / 8.200 eV. The value obtained for the total energy is -877.71979 a.u. The energy above the lowest of the compared OMol25 structures with the same formula, charge and spin comes out at 6.551 eV. The calculation puts the highest occupied orbital energy (spin up / spin down) at -0.2927 / -0.2927 Ha.

Here are the Löwdin charges for atoms 1 to 8, given in e: 0.127, -0.194, -0.159, -0.093, -0.095, -0.173, -0.454, 0.097